Record 1
{
  "formula": "C44H34BF5NOP2SiSn",
  "method": "ωB97M-V/def2-TZVPD",
  "elements": ["Sn", "C", "Si", "C", "C", "C", "C", "C", "C", "P", "C", "C", "C", "C", "C", "C", "C", "C", "C", "C", "C", "C", "C", "C", "C", "C", "C", "C", "P", "C", "C", "C", "C", "C", "C", "C", "C", "C", "C", "C", "C", "H", "H", "H", "H", "H", "H", "H", "H", "H", "H", "H", "H", "H", "H", "H", "H", "H", "H", "H", "H", "H", "H", "H", "H", "H", "H", "H", "H", "H", "H", "H", "F", "C", "C", "F", "C", "F", "C", "O", "C", "F", "C", "F", "B", "C", "N", "H", "H", "H"],
  "positions_angstrom": [[1.39716, 1.80963, -0.30627], [3.83730, -0.94061, -0.77892], [2.00824, -0.83360, -0.33322], [1.73834, -1.90617, 1.21914], [2.76647, -2.77050, 1.61888], [2.64660, -3.58139, 2.73600], [1.48000, -3.55136, 3.49080], [0.44760, -2.71366, 3.10786], [0.56631, -1.89477, 1.98438], [-0.85120, -0.86790, 1.40866], [-2.14535, -2.18624, 1.34872], [-2.15185, -2.98739, 0.20597], [-3.06927, -4.01570, 0.05485], [-4.01514, -4.25347, 1.04258], [-4.02518, -3.46060, 2.18107], [-3.09723, -2.43880, 2.33494], [-1.31359, 0.04624, 2.92272], [-0.42126, 0.28775, 3.96366], [-0.78365, 1.09723, 5.03444], [-2.04259, 1.67274, 5.08255], [-2.93474, 1.45313, 4.03897], [-2.56647, 0.66110, 2.96506], [1.14604, -1.86208, -1.70842], [0.99370, -3.24234, -1.53076], [0.45932, -4.05305, -2.52142], [0.05616, -3.49952, -3.72797], [0.18872, -2.13494, -3.92985], [0.72861, -1.32142, -2.93437], [0.83709, 0.49556, -3.11533], [0.89935, 0.71917, -4.92941], [2.15064, 0.62455, -5.53721], [2.28190, 0.76301, -6.91032], [1.16373, 1.01754, -7.69283], [-0.08400, 1.12740, -7.09642], [-0.21704, 0.97602, -5.72263], [-0.84657, 1.02897, -2.64987], [-1.75010, 0.18661, -2.01109], [-2.93358, 0.68874, -1.48427], [-3.22919, 2.03643, -1.59686], [-2.34050, 2.88585, -2.24492], [-1.15371, 2.38956, -2.75469], [4.10177, -1.94403, -1.12502], [4.46530, -0.66918, 0.07037], [4.06306, -0.23473, -1.58109], [3.68778, -2.80472, 1.04959], [3.46334, -4.23414, 3.01965], [1.37580, -4.17918, 4.36721], [-0.47175, -2.69630, 3.68283], [-1.42017, -2.80925, -0.57335], [-3.04769, -4.62443, -0.84107], [-4.74029, -5.04907, 0.92484], [-4.75683, -3.63868, 2.96002], [-3.11630, -1.83611, 3.23434], [0.57215, -0.14117, 3.93820], [-0.06768, 1.28693, 5.82513], [-2.32092, 2.30961, 5.91302], [-3.90997, 1.92477, 4.04824], [-3.25184, 0.53829, 2.13308], [1.29138, -3.69397, -0.59068], [0.35536, -5.11784, -2.34855], [-0.36335, -4.12550, -4.50615], [-0.12934, -1.69691, -4.86859], [3.02782, 0.44404, -4.92565], [3.25991, 0.68424, -7.36808], [1.26667, 1.13698, -8.76407], [-0.95927, 1.32956, -7.70136], [-1.19369, 1.05871, -5.26183], [-1.52753, -0.86607, -1.90123], [-3.60810, 0.01827, -0.96441], [-4.13392, 2.43571, -1.15645], [-2.55217, 3.94545, -2.31022], [-0.44024, 3.06784, -3.20981], [-0.88358, 5.61855, 5.16614], [-0.77567, 4.81001, 4.09634], [-1.82835, 4.67065, 3.21009], [-2.96970, 5.34466, 3.43084], [-1.72447, 3.83737, 2.11716], [-2.79001, 3.71017, 1.30475], [-0.57014, 3.08347, 1.84432], [-0.50107, 2.25857, 0.84292], [0.47535, 3.27177, 2.76266], [1.60808, 2.56337, 2.56305], [0.38689, 4.09947, 3.86168], [1.41095, 4.20351, 4.71757], [6.04171, 2.67957, 1.51053], [4.65505, 2.28798, 0.86323], [3.65771, 1.99012, 0.35628], [6.59518, 3.42402, 0.72734], [6.66280, 1.64702, 1.66705], [5.80888, 3.22887, 2.56492]],
  "atomic_forces_ev_per_a": [[0.1, 0.6, -0.5], [0.0, -0.1, 0.0], [-0.4, 0.0, 0.1], [0.2, 0.0, 0.0], [0.1, 0.0, 0.1], [0.0, 0.0, 0.0], [0.0, 0.0, 0.0], [0.0, 0.0, 0.0], [-0.1, -0.1, 0.0], [0.0, -0.1, -0.1], [0.0, 0.0, 0.1], [0.0, 0.0, 0.0], [0.0, 0.0, 0.0], [0.0, 0.0, 0.0], [0.0, 0.0, 0.0], [0.0, 0.0, 0.0], [0.0, 0.1, 0.0], [0.0, 0.0, 0.0], [0.0, 0.0, 0.0], [0.0, 0.0, 0.0], [0.0, 0.0, 0.0], [0.0, 0.0, 0.0], [0.0, 0.0, 0.0], [0.0, 0.0, 0.0], [0.0, 0.0, 0.0], [0.0, 0.0, 0.0], [0.1, 0.0, 0.0], [-0.1, 0.0, 0.0], [0.2, -0.2, -0.1], [-0.1, 0.0, 0.0], [0.0, 0.0, 0.0], [0.0, 0.0, 0.0], [0.0, 0.0, 0.0], [0.0, 0.0, 0.0], [0.0, 0.0, 0.0], [0.0, 0.0, 0.1], [0.0, 0.0, 0.0], [0.0, 0.0, 0.0], [0.0, 0.0, 0.0], [0.0, 0.0, 0.0], [0.0, 0.0, 0.1], [0.0, 0.0, 0.0], [0.0, 0.0, 0.0], [0.0, 0.0, 0.0], [0.0, 0.0, 0.0], [0.0, 0.0, 0.0], [0.0, 0.0, 0.0], [0.0, 0.0, 0.0], [0.0, 0.0, 0.0], [0.0, 0.0, 0.0], [0.0, 0.0, 0.0], [0.0, 0.0, 0.0], [0.0, 0.0, 0.0], [0.0, 0.0, 0.0], [0.0, 0.0, 0.0], [0.0, 0.0, 0.0], [0.0, 0.0, 0.0], [0.0, 0.0, 0.0], [0.0, 0.0, 0.0], [0.0, 0.0, 0.0], [0.0, 0.0, 0.0], [0.0, 0.0, 0.0], [0.0, 0.0, 0.0], [0.0, 0.0, 0.0], [0.0, 0.0, 0.0], [0.0, 0.0, 0.0], [0.0, 0.0, 0.0], [0.0, 0.0, 0.0], [0.0, 0.0, 0.0], [0.0, 0.0, 0.0], [0.0, 0.0, 0.0], [0.0, 0.0, 0.0], [0.0, 0.0, 0.0], [0.0, 0.0, 0.0], [0.0, 0.1, 0.0], [0.0, 0.0, 0.0], [0.0, 0.0, -0.1], [0.0, 0.0, 0.0], [-0.1, 0.0, 0.0], [0.2, -0.2, 0.3], [0.1, -0.1, -0.1], [0.0, 0.0, 0.0], [0.0, 0.0, 0.0], [0.0, 0.0, 0.0], [0.0, 0.0, 0.0], [0.0, 0.0, -0.1], [0.0, -0.1, 0.3], [0.0, 0.0, 0.0], [0.0, 0.0, 0.0], [0.0, 0.0, 0.0]],
  "lowdin_charge": [1.066, -0.240, 0.488, -0.309, -0.103, -0.084, -0.084, -0.099, -0.380, 1.113, -0.348, -0.100, -0.086, -0.102, -0.091, -0.095, -0.375, -0.084, -0.079, -0.090, -0.084, -0.120, -0.299, -0.108, -0.091, -0.087, -0.083, -0.387, 0.992, -0.377, -0.100, -0.090, -0.099, -0.089, -0.094, -0.428, -0.094, -0.078, -0.086, -0.080, -0.140, 0.029, 0.024, 0.022, 0.090, 0.099, 0.098, 0.106, 0.075, 0.100, 0.095, 0.098, 0.096, 0.107, 0.109, 0.105, 0.108, 0.112, 0.099, 0.101, 0.098, 0.100, 0.104, 0.100, 0.097, 0.099, 0.103, 0.083, 0.102, 0.102, 0.105, 0.107, 0.090, -0.164, -0.162, 0.097, -0.154, 0.089, -0.336, -0.320, -0.159, 0.048, -0.160, 0.112, -0.437, -0.223, -0.059, -0.010, -0.011, -0.009],
  "lumo_ev": 2.302,
  "e_tot_ha": -3537.86589,
  "charge": -1,
  "e_above_lowest_ev": 0.190
}

Record 2
{
  "formula": "C44H34BrCl3N2O3P2Pt",
  "method": "ωB97M-V/def2-TZVPD",
  "elements": ["Pt", "Cl", "C", "C", "C", "Cl", "C", "O", "C", "Cl", "C", "H", "H", "C", "N", "C", "P", "C", "C", "C", "C", "C", "C", "C", "C", "C", "C", "C", "C", "C", "C", "C", "C", "C", "C", "P", "C", "C", "C", "C", "C", "C", "C", "C", "C", "C", "C", "C", "H", "H", "H", "H", "H", "H", "H", "H", "H", "H", "H", "H", "H", "H", "H", "H", "H", "H", "H", "H", "H", "H", "H", "H", "H", "H", "H", "H", "H", "Br", "C", "C", "N", "C", "C", "C", "C", "O", "O", "H", "H", "H"],
  "positions_angstrom": [[-0.36304, 0.11905, 0.28088], [6.37895, 0.85882, 3.10597], [4.69083, 0.49579, 2.87275], [4.21608, 0.22376, 1.60369], [2.87030, -0.03893, 1.45594], [2.23375, -0.37086, -0.14109], [1.91258, -0.01434, 2.49776], [0.65580, -0.18275, 2.31851], [2.48372, 0.26236, 3.76654], [1.39908, 0.37808, 5.11729], [3.82772, 0.50371, 3.95811], [4.87880, 0.21479, 0.74944], [4.19896, 0.72040, 4.95060], [-1.48789, 3.27396, 0.78742], [-2.84146, 2.86574, 0.42972], [-3.07299, 1.96235, -0.67644], [-2.49184, 0.28065, -0.22663], [-3.51250, -0.15574, 1.19587], [-4.88147, 0.11501, 1.19172], [-5.65637, -0.20140, 2.29321], [-5.07094, -0.79502, 3.40556], [-3.71372, -1.07122, 3.41183], [-2.92804, -0.75209, 2.31135], [-2.98644, -0.76784, -1.60831], [-3.60001, -1.99678, -1.39891], [-3.85853, -2.83085, -2.47721], [-3.50960, -2.44080, -3.76111], [-2.89184, -1.21517, -3.97601], [-2.62362, -0.38191, -2.90319], [-3.85896, 3.78289, 0.77080], [-3.89986, 4.30244, 2.06641], [-4.89138, 5.19558, 2.43322], [-5.86689, 5.58325, 1.52379], [-5.82740, 5.07484, 0.23612], [-4.82761, 4.19012, -0.14588], [-0.12472, 2.30273, 0.05258], [-0.02212, 2.80960, -1.68756], [0.59069, 1.93690, -2.58638], [0.67635, 2.25458, -3.93409], [0.14472, 3.45110, -4.39460], [-0.46760, 4.32613, -3.50616], [-0.55156, 4.00864, -2.15846], [1.32487, 3.02883, 0.85157], [2.36336, 3.56876, 0.09856], [3.50065, 4.05060, 0.73047], [3.60038, 4.00454, 2.11291], [2.56431, 3.47234, 2.86809], [1.43427, 2.97143, 2.24236], [-1.32035, 3.16718, 1.86271], [-1.31500, 4.33260, 0.55750], [-2.62784, 2.27864, -1.62383], [-4.14348, 1.88453, -0.84925], [-5.36181, 0.56514, 0.32928], [-6.71675, 0.01442, 2.28404], [-5.67842, -1.04320, 4.26654], [-3.25237, -1.53546, 4.27340], [-1.86782, -0.97118, 2.32793], [-3.84996, -2.30937, -0.39246], [-4.32179, -3.79396, -2.30855], [-3.70367, -3.10046, -4.59720], [-2.59420, -0.92157, -4.97420], [-2.08220, 0.54334, -3.07610], [-3.16692, 3.98296, 2.79637], [-4.91108, 5.58000, 3.44521], [-6.64456, 6.27577, 1.81666], [-6.57188, 5.37686, -0.48974], [-4.79968, 3.83443, -1.16750], [0.99488, 0.99426, -2.24482], [1.14547, 1.54963, -4.60892], [0.19970, 3.70027, -5.44660], [-0.89036, 5.25644, -3.86275], [-1.05582, 4.69604, -1.48883], [2.28944, 3.60688, -0.98108], [4.31123, 4.45662, 0.13922], [4.49273, 4.37020, 2.60488], [2.64832, 3.41949, 3.94575], [0.66309, 2.49733, 2.83730], [3.12004, -5.08218, -3.68557], [1.95326, -3.71412, -3.10055], [1.85079, -2.54614, -3.84299], [1.04062, -1.55163, -3.49407], [0.33014, -1.70370, -2.37548], [0.38630, -2.82197, -1.55760], [1.20808, -3.86974, -1.94950], [-0.43381, -2.97611, -0.28812], [-0.69818, -4.10584, 0.07679], [-0.82497, -1.90960, 0.34025], [2.43604, -2.41679, -4.74603], [-0.32512, -0.88866, -2.11150], [1.24532, -4.76857, -1.34892]],
  "atomic_forces_ev_per_a": [[-0.4, -0.1, 0.4], [0.0, 0.0, 0.0], [0.0, 0.0, 0.0], [0.0, 0.0, 0.0], [-0.1, 0.0, 0.0], [0.4, 0.0, 0.0], [0.1, 0.0, 0.0], [0.1, 0.1, -0.2], [0.0, 0.0, 0.0], [0.0, 0.0, 0.0], [0.0, 0.0, 0.0], [0.0, 0.0, 0.0], [0.0, 0.0, 0.0], [-0.1, 0.0, 0.1], [0.0, 0.1, -0.1], [0.0, 0.0, 0.1], [0.0, 0.0, -0.3], [0.0, -0.1, 0.1], [-0.1, 0.0, -0.1], [0.0, 0.0, 0.0], [0.0, 0.0, 0.0], [0.0, 0.0, 0.0], [0.0, 0.1, 0.0], [0.1, 0.2, -0.2], [0.0, 0.0, 0.1], [0.0, 0.0, 0.0], [0.0, 0.0, 0.0], [0.0, 0.0, 0.0], [-0.1, 0.0, 0.0], [0.0, 0.0, 0.0], [0.0, 0.0, 0.0], [0.0, 0.0, 0.0], [0.0, 0.0, 0.0], [0.0, 0.0, 0.0], [0.0, 0.0, 0.0], [0.1, 0.1, 0.0], [0.0, -0.2, -0.1], [0.0, 0.0, -0.1], [0.0, 0.0, 0.0], [0.0, 0.0, 0.0], [0.0, 0.0, 0.0], [0.0, 0.1, 0.0], [0.0, 0.0, 0.1], [0.0, 0.0, 0.0], [0.0, 0.0, 0.0], [0.0, 0.0, 0.0], [0.0, 0.0, 0.0], [0.0, 0.0, 0.0], [0.0, 0.0, 0.0], [0.0, 0.0, 0.0], [0.1, 0.0, -0.1], [0.0, 0.0, 0.0], [0.1, 0.0, 0.0], [0.0, 0.0, 0.0], [0.0, 0.0, 0.0], [0.0, 0.0, 0.0], [0.0, 0.0, 0.0], [0.0, 0.0, 0.0], [0.0, 0.0, 0.0], [0.0, 0.0, 0.0], [0.0, 0.0, 0.0], [0.0, 0.0, 0.0], [0.0, 0.0, 0.0], [0.0, 0.0, 0.0], [0.0, 0.0, 0.0], [0.0, 0.0, 0.0], [0.0, 0.0, 0.0], [0.0, 0.0, 0.0], [0.0, 0.0, 0.0], [0.0, 0.0, 0.0], [0.0, 0.0, 0.0], [0.1, 0.0, 0.0], [0.0, 0.0, 0.0], [0.0, 0.0, 0.0], [0.0, 0.0, 0.0], [0.0, 0.0, 0.0], [0.0, 0.0, 0.0], [0.0, 0.0, 0.0], [0.0, 0.0, 0.0], [0.0, 0.0, 0.0], [0.0, 0.0, 0.0], [0.1, -0.1, 0.0], [0.0, 0.0, 0.0], [0.0, 0.0, 0.1], [0.1, 0.0, -0.1], [0.0, 0.1, 0.0], [0.0, -0.1, 0.2], [0.0, 0.0, 0.0], [0.0, 0.1, 0.0], [0.0, 0.0, 0.0]],
  "lowdin_charge": [0.793, 0.640, -0.690, -0.137, -0.526, 0.796, -0.539, -0.231, -0.604, 0.694, -0.151, 0.108, 0.106, -0.279, -0.163, -0.305, 0.906, -0.336, -0.085, -0.075, -0.073, -0.056, -0.064, -0.341, -0.065, -0.058, -0.069, -0.072, -0.106, -0.242, -0.020, -0.080, -0.098, -0.085, -0.030, 0.868, -0.370, -0.110, -0.059, -0.069, -0.069, -0.083, -0.333, -0.071, -0.066, -0.063, -0.064, -0.092, 0.088, 0.106, 0.086, 0.085, 0.108, 0.105, 0.105, 0.112, 0.081, 0.117, 0.111, 0.106, 0.109, 0.100, 0.112, 0.105, 0.101, 0.104, 0.106, 0.048, 0.109, 0.107, 0.107, 0.105, 0.103, 0.108, 0.111, 0.114, 0.103, 0.742, -0.663, -0.189, 0.087, -0.169, -0.126, -0.041, -0.586, 0.074, -0.241, 0.101, 0.044, 0.124],
  "lumo_ev": -0.154,
  "e_tot_ha": -6789.04522,
  "e_above_lowest_ev": 0.273
}

Number 1: maximum force 0.8 eV/Å. Number 2: maximum force 0.5 eV/Å.